Record 1
Formula: C13H21NO
Source: the OMol25 dataset
Level of theory: ωB97M-V with the def2-TZVPD basis set

```
! RIJCOSX wB97M-V def2-TZVPD def2/J DEFGRID3
* xyz 0 1
C -1.8144 -0.7232 2.8804
C -3.2004 -0.8415 3.6262
C -1.0561 -1.9502 2.6369
C 0.2411 -2.0742 2.2513
C -1.5930 -3.2189 2.7992
C 1.0779 -3.1812 2.2917
C -0.8775 -4.3678 2.6081
C 0.5306 -4.3931 2.5203
H -1.9439 -0.3804 1.7557
H -1.2315 0.2628 2.9832
H -3.1844 -0.5909 4.6952
H 0.7248 -1.1680 1.8941
H -2.7397 -3.2402 2.9312
H 2.0550 -3.1344 1.7310
H -1.2160 -5.3964 2.7431
H 1.3000 -5.2478 2.4910
H -3.7411 -1.7941 3.3465
H -3.7798 0.0252 3.2449
C 1.5622 3.5844 -1.8323
C 2.4038 2.7206 -0.7876
C 1.5239 2.6573 -4.4016
C -0.6192 0.8504 -3.7382
C 0.2377 1.5594 -2.6666
O -0.1768 1.1917 -1.5244
N 0.9606 2.6349 -3.0138
H 0.8203 4.2414 -1.4996
H 2.3264 4.4835 -2.1786
H 3.5640 2.8970 -1.2813
H 2.2351 1.6654 -0.7953
H 1.0696 2.9678 -5.2719
H -1.0016 0.0603 -3.2720
H 2.2269 3.1740 0.1650
H 2.5134 3.1096 -4.2403
H 2.0277 1.5645 -4.5253
H -1.4366 1.3623 -4.0748
H 0.2109 0.6900 -4.4915
*
```

Total energy   -17353.9531 eV
HOMO level   -8.5 eV
SMILES   CCN(C)C(C)=O.CCc1ccccc1
Energy above the lowest of the compared OMol25 structures with the same formula, charge and spin   5.5520 eV
HOMO-LUMO gap   9.20 eV

Results of the Mulliken charge analysis, in e, for atoms 1 through 6: atom 1 (C): -0.4249, atom 2 (C): -0.9865, atom 3 (C): 0.6114, atom 4 (C): -0.1104, atom 5 (C): -0.0756, atom 6 (C): -0.5673



Record 2
Formula: C13H21NO3
Source: the OMol25 dataset
Level of theory: ωB97M-V with the def2-TZVPD basis set

```
! RIJCOSX wB97M-V def2-TZVPD def2/J DEFGRID3
* xyz 0 1
C 2.4826 -0.2544 -2.5566
H 2.0439 -0.8625 -3.3460
O 1.8607 -0.6745 -1.3669
C 2.1861 -0.0374 -0.2079
C 3.1938 0.8986 -0.0620
C 3.4402 1.4798 1.1758
C 2.6825 1.1272 2.2700
C 1.6601 0.1949 2.1394
C 1.3975 -0.3871 0.9124
O 0.4067 -1.2857 0.6605
C -0.5265 -1.5808 1.6747
C -1.6380 -2.4226 1.0528
H -2.3596 -2.6730 1.8334
C -2.3472 -1.7355 -0.1162
C -3.2219 -0.5287 0.2805
N -2.6137 0.7844 0.3209
H -1.8288 0.8150 0.9600
C -2.2474 1.3979 -0.9413
C -0.7529 1.3207 -1.2892
O -0.4397 2.0197 -2.4719
H -0.7581 2.9257 -2.3865
H -0.1678 1.7201 -0.4441
H -0.4378 0.2912 -1.4656
H -2.8342 0.9492 -1.7461
H -2.5228 2.4631 -0.8819
H -4.0567 -0.4546 -0.4225
H -3.6474 -0.7090 1.2735
H -1.6008 -1.4288 -0.8480
H -2.9920 -2.4775 -0.5916
H -1.1915 -3.3496 0.6885
H -0.9402 -0.6578 2.1039
H -0.0433 -2.1458 2.4859
H 1.0750 -0.0695 3.0063
H 2.8724 1.5726 3.2346
H 4.2306 2.2087 1.2705
H 3.7953 1.1884 -0.9086
H 2.2767 0.8010 -2.7601
H 3.5642 -0.4235 -2.5304
*
```

Total energy   -21453.1341 eV
HOMO level   -8.1 eV
SMILES   COc1ccccc1OCCCCNCCO
Energy above the lowest of the compared OMol25 structures with the same formula, charge and spin   1.1379 eV
HOMO-LUMO gap   8.97 eV

Results of the Mulliken charge analysis, in e, for atoms 1 through 6: atom 1 (C): -0.9903, atom 2 (H): 0.2420, atom 3 (O): -0.3591, atom 4 (C): 0.8344, atom 5 (C): -0.4979, atom 6 (C): -0.7718



Record 3
Formula: C13H21O10Rb
Source: the OMol25 dataset
Level of theory: ωB97M-V with the def2-TZVPD basis set

```
! RIJCOSX wB97M-V def2-TZVPD def2/J DEFGRID3
* xyz 0 1
Rb -2.5596 -3.9606 0.4963
C -0.4479 -0.7431 0.9364
O -0.8628 -1.8967 1.6544
H -1.3339 -0.2368 0.5531
H 0.0581 -0.0694 1.6279
H 0.1773 -1.0208 0.0878
C 2.3526 -1.3295 -2.0464
C 1.2063 -1.3195 -3.0927
C -0.1167 -1.9729 -2.6622
O -1.1029 -0.9448 -2.7798
C -0.4876 0.1702 -3.1493
O -1.0183 1.2865 -3.2293
O 0.7990 -0.0202 -3.2975
H 2.3593 -0.4707 -1.3752
H 3.2955 -1.2339 -2.5848
H 2.3682 -2.2407 -1.4484
H 1.4973 -1.6844 -4.0778
H -0.0115 -2.3654 -1.6508
H -0.2610 -2.8435 -3.3020
C 4.0701 0.9405 4.5352
C 4.3312 0.3741 3.0392
C 3.1744 0.7934 2.0467
O 3.8667 1.7818 1.2628
C 5.1714 1.8317 1.4870
O 6.0054 2.4775 0.8440
O 5.4491 1.1240 2.6221
H 4.2861 2.0055 4.6207
H 4.5888 0.3557 5.2948
H 3.0260 0.8947 4.8448
H 4.6259 -0.6743 2.9947
H 2.3009 1.1954 2.5600
H 2.9126 -0.0561 1.4158
C -4.5472 0.2943 0.9607
C -4.1695 0.4301 -0.5266
C -5.1502 0.2179 -1.5678
O -5.2143 1.4368 -2.2379
C -4.3465 2.2701 -1.7806
O -4.2245 3.3738 -2.2364
O -3.7027 1.7839 -0.7614
H -3.7055 0.5678 1.5970
H -4.9016 -0.6531 1.3667
H -5.3249 1.0390 1.1302
H -3.3912 -0.3078 -0.7213
H -6.1368 -0.0266 -1.1743
H -4.9050 -0.5739 -2.2757
*
```

Total energy   -34949.2403 eV
HOMO level   -6.9 eV
Energy above the lowest of the compared OMol25 structures with the same formula, charge and spin   2.3282 eV
HOMO-LUMO gap   5.45 eV

Results of the Mulliken charge analysis, in e, for atoms 1 through 6: atom 1 (Rb): 0.9134, atom 2 (C): 0.3412, atom 3 (O): -0.9092, atom 4 (H): -0.2370, atom 5 (H): 0.0852, atom 6 (H): -0.1970



Record 4
Formula: C13H22B2N2O4P
Source: the OMol25 dataset
Level of theory: ωB97M-V with the def2-TZVPD basis set

```
! RIJCOSX wB97M-V def2-TZVPD def2/J DEFGRID3
* xyz 1 1
C 1.8522 3.8743 2.7776
C 1.0282 3.4187 1.9893
C -0.0392 2.4978 1.3738
N -1.3946 2.8826 1.5224
C -2.4802 2.1032 1.0309
B -3.9608 2.6941 1.3129
C -4.1511 4.3161 1.3349
O -5.1152 1.9162 1.5835
C -2.2280 0.8056 0.3191
B -3.4029 -0.1636 -0.2340
N -4.0731 -0.0504 -1.5275
O -3.8312 -1.2309 0.6233
C -0.7917 0.3668 0.1471
C 0.3568 1.2222 0.6832
P 2.0886 0.5372 0.4404
C 2.5030 0.7580 -1.4134
O 3.2764 1.4335 1.2509
H 2.5562 4.2580 3.5709
H -1.5652 3.7681 2.0270
H -3.8070 4.6377 2.3828
H -5.2357 4.5952 1.1922
H -3.4560 4.8287 0.5895
H -5.6896 1.8562 0.7885
H -3.9781 0.8759 -1.9524
H -5.0534 -0.3351 -1.4373
H -3.5631 -0.9816 1.5376
H -0.6078 -0.6189 -0.3847
H 3.3950 1.4382 -1.5594
H 2.6480 -0.2741 -1.8682
H 1.6027 1.2321 -1.9090
H 3.6441 2.0703 0.5973
C 3.7021 -4.8042 -0.6818
C 3.2879 -4.7760 -2.1388
C 2.0290 -3.9310 -2.0921
O 2.1885 -3.0084 -1.0033
C 3.3215 -3.4108 -0.2189
H 4.7582 -5.0290 -0.5295
H 3.1118 -5.5514 -0.1427
H 4.0557 -4.2705 -2.7327
H 3.1211 -5.7645 -2.5678
H 1.1458 -4.5443 -1.8854
H 1.8600 -3.3787 -3.0192
H 4.1303 -2.6958 -0.4063
H 3.0649 -3.3757 0.8417
*
```

Total energy   -35642.6923 eV
HOMO level   -11.6 eV
HOMO-LUMO gap   6.76 eV

Results of the Mulliken charge analysis, in e, for atoms 1 through 6: atom 1 (C): 0.0149, atom 2 (C): -1.0221, atom 3 (C): 0.4624, atom 4 (N): 0.0968, atom 5 (C): -0.0886, atom 6 (B): 0.3138



Record 5
Formula: C13H22BI2O3P2Rh
Source: the OMol25 dataset
Level of theory: ωB97M-V with the def2-TZVPD basis set

```
! RIJCOSX wB97M-V def2-TZVPD def2/J DEFGRID3
* xyz 2 5
I -0.0551 -2.7555 -4.5638
I -0.0411 2.0675 -2.1584
Rh 0.0019 0.1978 -0.2511
P -2.2101 0.0600 0.0470
C -3.0376 0.0045 -1.5373
C -2.7556 -1.3763 0.9646
H -3.8067 -1.2093 1.2298
H -3.8278 1.3373 1.2095
H -2.1499 -1.5049 1.8615
H -2.1611 1.6892 1.8007
H -2.7635 -0.9291 -2.0330
H -2.6767 -2.2734 0.3425
C -2.7834 1.5241 0.9190
H -4.1177 0.0368 -1.3328
H -2.7260 2.3956 0.2602
H -2.7125 0.8659 -2.1234
P 2.2107 0.0482 0.0590
C 3.0504 -0.0096 -1.5189
C 2.7892 1.5082 0.9340
H 2.1335 -1.5241 1.8683
H 3.7942 -1.2342 1.2419
H 2.6614 -2.2893 0.3473
C 2.7429 -1.3952 0.9738
H 2.1659 1.6776 1.8141
H 3.8318 1.3141 1.2258
H 4.1294 0.0185 -1.3050
H 2.7338 0.8538 -2.1062
H 2.7393 2.3800 0.2746
H 2.7778 -0.9427 -2.0164
C 0.0267 -0.3648 -2.0289
O 0.0474 -0.6167 -3.1530
O -0.0030 -1.0880 2.7052
B -0.0016 0.0864 1.8837
O -0.0017 1.2172 2.7655
C -0.0064 0.7148 4.0390
C -0.0043 1.4051 5.2473
C -0.0028 0.6707 6.4454
C -0.0029 -0.7219 6.4167
C -0.0045 -1.3948 5.1844
C -0.0068 -0.6601 4.0112
H -0.0037 2.4873 5.1956
H -0.0018 1.2178 7.4149
H -0.0016 -1.3023 7.3596
H -0.0040 -2.4849 5.0808
*
```

Total energy   -58427.7648 eV
Expectation value of S²   6.02
HOMO level (alpha / beta)   -14.4 / -14.2 eV
Energy above the lowest of the compared OMol25 structures with the same formula, charge and spin   1.4038 eV
HOMO-LUMO gap (alpha / beta)   7.98 / 3.07 eV

Results of the Mulliken charge analysis, in e, for atoms 1 through 6: atom 1 (I): 0.0656, atom 2 (I): 0.1929, atom 3 (Rh): -0.8685, atom 4 (P): 1.0614, atom 5 (C): -1.1110, atom 6 (C): -1.1779



Record 6
Formula: C13H22BI2O3P2Ru
Source: the OMol25 dataset
Level of theory: ωB97M-V with the def2-TZVPD basis set

```
! RIJCOSX wB97M-V def2-TZVPD def2/J DEFGRID3
* xyz 2 6
I 0.6538 4.2081 -0.9340
I 3.1620 0.2160 -0.2714
Ru 0.8373 1.5191 -0.3750
P 0.8650 1.6520 1.9603
C 1.6078 3.2018 2.5265
C -0.8051 1.6423 2.6868
H -0.7449 1.3871 3.7512
H 1.3163 0.3039 3.9180
H -1.4286 0.9008 2.1738
H 1.5465 -0.6293 2.4074
H 1.0655 4.0466 2.0858
H -1.2578 2.6333 2.5621
C 1.7136 0.3373 2.8939
H 1.5750 3.2598 3.6246
H 2.7887 0.5357 2.9145
H 2.6488 3.2381 2.1862
P 0.5336 0.7030 -2.5487
C 1.1541 1.8967 -3.7589
C 1.2831 -0.8940 -3.0035
H -1.7446 -0.0162 -2.1458
H -1.2844 -0.2086 -3.8616
H -1.6782 1.4174 -3.2055
C -1.2154 0.4475 -2.9860
H 1.2146 -1.5900 -2.1615
H 0.7471 -1.3123 -3.8670
H 0.9755 1.5367 -4.7808
H 2.2296 2.0325 -3.5965
H 2.3383 -0.7484 -3.2528
H 0.6529 2.8599 -3.6014
C -0.9966 1.9423 -0.3206
O -2.1414 2.1609 -0.2818
O -1.4019 -0.5729 0.2200
B 0.0528 -0.3796 0.0748
O 0.6573 -1.6664 0.3000
C -0.3508 -2.5503 0.5583
C -0.2344 -3.8971 0.8240
C -1.4228 -4.5922 1.0489
C -2.6602 -3.9453 1.0042
C -2.7629 -2.5791 0.7324
C -1.5862 -1.8957 0.5107
H 0.7487 -4.3581 0.8479
H -1.3686 -5.6580 1.2616
H -3.5660 -4.5239 1.1857
H -3.7169 -2.0615 0.6932
*
```

Total energy   -58001.4327 eV
Expectation value of S²   8.80
HOMO level (alpha / beta)   -11.0 / -14.8 eV
Energy above the lowest of the compared OMol25 structures with the same formula, charge and spin   0.0000 eV
HOMO-LUMO gap (alpha / beta)   4.51 / 3.83 eV

Results of the Mulliken charge analysis, in e, for atoms 1 through 6: atom 1 (I): 0.0991, atom 2 (I): 0.0843, atom 3 (Ru): -0.5063, atom 4 (P): 1.4635, atom 5 (C): -1.2197, atom 6 (C): -1.2732



Record 7
Formula: C13H22BN4O7
Source: the OMol25 dataset
Level of theory: ωB97M-V with the def2-TZVPD basis set

```
! RIJCOSX wB97M-V def2-TZVPD def2/J DEFGRID3
* xyz 1 1
C 5.8054 -0.8046 -2.5113
C 4.8712 -1.3573 -3.5974
O 3.6676 -1.8432 -2.9706
C 2.4742 -1.5258 -3.5764
N 1.6568 -0.7443 -2.5990
C 2.2634 0.3492 -2.1062
C 1.6548 1.1568 -1.1649
O 2.2800 2.2571 -0.6940
N 2.8032 3.1077 -1.8201
O 3.8100 3.5568 -1.5432
C 0.3880 0.8307 -0.7085
C -0.2041 -0.2962 -1.2324
O -1.4790 -0.6395 -0.7848
C -1.4022 -1.3074 0.3427
N -1.3467 -2.1476 1.1112
C 0.4158 -1.0834 -2.1984
B -0.3809 -2.3573 -2.8072
O -1.0245 -3.2323 -1.9953
O -0.4175 -2.5797 -4.1436
H 5.7564 0.2827 -2.5263
H 6.8331 -1.0990 -2.6660
H 5.4385 -1.0948 -1.5345
H 4.6723 -0.5666 -4.3145
H 5.3631 -2.2022 -4.0628
H 2.6000 -0.8996 -4.4575
H 1.9713 -2.4371 -3.8822
H 3.2481 0.5935 -2.4596
H -0.0943 1.4419 0.0397
H -1.9807 -3.1391 -2.0917
H 0.0131 -1.8986 -4.6684
C -3.6132 -0.3528 3.3273
C -2.5423 0.7005 3.5915
C -2.7970 1.5424 4.8483
O -3.7867 2.5373 4.6944
C -5.1245 2.0983 4.8599
N -2.3906 1.5402 2.3934
H -4.5335 0.0771 2.9323
H -3.2452 -1.0632 2.5896
H -3.8563 -0.9027 4.2371
H -1.5973 0.1715 3.7483
H -1.8768 2.0841 5.0852
H -3.0212 0.9043 5.7118
H -5.1993 1.3157 5.6195
H -5.5460 1.7386 3.9183
H -5.7125 2.9556 5.1839
H -1.6134 2.1798 2.5382
H -3.2008 2.1526 2.3442
*
```

Total energy   -34797.2319 eV
HOMO level   -11.2 eV
HOMO-LUMO gap   6.23 eV

Results of the Mulliken charge analysis, in e, for atoms 1 through 6: atom 1 (C): -1.1453, atom 2 (C): -0.2615, atom 3 (O): -0.3995, atom 4 (C): -0.8372, atom 5 (N): 0.1975, atom 6 (C): -0.3233



Record 8
Formula: C13H22CaN6O4
Source: the OMol25 dataset
Level of theory: ωB97M-V with the def2-TZVPD basis set

```
! RIJCOSX wB97M-V def2-TZVPD def2/J DEFGRID3
* xyz 0 1
Ca -0.3084 0.0192 -0.4533
O 2.4727 -1.9064 0.8051
C 2.0771 -0.7871 0.4917
O 1.8801 -0.3477 -0.7029
C 1.5539 0.1839 1.5791
O 2.2577 0.9798 2.1659
O 0.2496 0.0769 1.7058
C -5.8383 -1.7859 -0.0217
N -4.8054 -0.8471 -0.4151
C -4.8939 0.0996 -1.4072
C -3.6804 0.7171 -1.4445
N -2.8536 0.1668 -0.4955
C -3.5640 -0.7664 0.1020
H -6.7791 -1.2630 0.1373
H -5.5417 -2.2634 0.9088
H -5.9735 -2.5492 -0.7866
H -5.7966 0.2469 -1.9735
H -3.3606 1.5308 -2.0732
H -3.2158 -1.4186 0.8882
C -0.7897 -4.3207 2.4625
C -0.6381 -4.2936 0.9455
C 0.7631 -4.7727 0.5590
C -1.7065 -5.1663 0.2938
N -0.8901 -2.8811 0.5610
N -0.4874 -2.5295 -0.7737
H -0.7368 -5.3450 2.8317
H -1.7504 -3.8953 2.7594
H 0.0077 -3.7453 2.9371
H 0.9625 -5.7390 1.0246
H 1.5228 -4.0609 0.8878
H 0.8633 -4.9138 -0.5196
H -1.5499 -6.2143 0.5521
H -1.6721 -5.0969 -0.7966
H -2.7019 -4.8679 0.6278
H -0.3271 -2.2958 1.1789
H -1.0634 -3.0583 -1.4167
H 0.4907 -2.7829 -0.9353
N -0.5441 2.8488 0.9038
C -0.8198 4.1500 1.0739
C -0.9243 4.7076 -0.1832
C -0.6513 3.6490 -1.0625
N -0.4244 2.5271 -0.3935
H -0.2926 2.1476 1.6027
H -0.9132 4.5757 2.0577
H -1.1420 5.7316 -0.4277
H -0.6116 3.6534 -2.1395
*
```

Total energy   -49410.6777 eV
HOMO level   -7.8 eV
Energy above the lowest of the compared OMol25 structures with the same formula, charge and spin   0.2444 eV
HOMO-LUMO gap   7.81 eV

Results of the Mulliken charge analysis, in e, for atoms 1 through 6: atom 1 (Ca): 1.9002, atom 2 (O): -0.6267, atom 3 (C): 0.5995, atom 4 (O): -0.8620, atom 5 (C): 0.7902, atom 6 (O): -0.6808



Question: Which value of total energy does entry 1 give?
Answer: -17353.9531 eV